Entry from the OMol25 dataset: 16 unconnected molecules or ions with the total composition C48H112N16O16 at a distorted geometry (ωB97M-V with the def2-TZVPD basis set).

Last column: Mulliken charge in e.
CARTESIAN COORDINATES (ANGSTROEM)
C 1.80440 1.06739 4.64292  0.379
O 2.66535 1.59369 3.93320  -0.518
N 0.90617 1.75323 5.45899  0.153
C -0.30091 1.09126 5.97033  -0.745
C 0.96067 3.20468 5.31336  -0.702
H 1.72488 -0.02750 4.55952  -0.001
H -0.35285 1.42274 6.99623  0.348
H -0.11251 0.05790 5.82236  0.102
H -1.10710 1.40226 5.35758  0.323
H 0.95203 3.44289 4.24252  0.057
H 0.05748 3.57787 5.79285  0.396
H 1.92510 3.55499 5.74694  0.266
C -2.34451 2.05053 2.13858  -0.652
O -1.72409 1.89190 3.18148  -0.560
N -2.10074 2.94962 1.16700  0.310
C -2.60695 2.66616 -0.19698  0.588
C -1.27697 4.11193 1.46278  -1.000
H -3.11632 1.33890 1.84669  0.822
H -3.28974 1.82629 -0.02192  -0.722
H -1.75869 2.35297 -0.73034  -0.094
H -3.23449 3.39898 -0.72006  0.182
H -0.22582 3.94232 1.14431  0.271
H -1.64684 5.01055 0.88855  0.295
H -1.30553 4.22898 2.52176  0.358
C -2.00567 6.85543 -3.10424  -0.128
O -2.75965 6.97567 -2.17570  -0.552
N -1.22201 5.83527 -3.36766  0.487
C -0.29274 5.93093 -4.44387  -0.894
C -1.19785 4.73555 -2.44519  -1.321
H -1.90666 7.69381 -3.73953  0.411
H -0.34199 6.82256 -5.13573  0.351
H -0.35535 5.06168 -5.13445  0.166
H 0.75881 5.95159 -4.12573  0.307
H -1.08087 3.78512 -2.99585  -0.030
H -0.36610 4.73171 -1.80949  1.072
H -2.13247 4.67247 -1.90826  0.085
C 3.06495 -2.75460 3.76360  -0.596
O 3.51811 -2.61318 2.63350  -0.466
N 1.81864 -3.24642 3.91612  1.362
C 1.04002 -3.42883 2.72593  -0.104
C 1.31572 -3.63189 5.23062  -1.268
H 3.62483 -2.44677 4.70284  0.319
H 1.74334 -3.70808 1.94874  0.052
H 0.48080 -2.51755 2.47962  -0.771
H 0.27239 -4.28455 2.84117  0.367
H 2.10224 -3.69927 5.92778  0.537
H 0.63054 -2.90182 5.59971  0.148
H 0.85469 -4.65431 5.32954  0.341
C -3.30282 -0.39982 -2.23935  0.530
O -4.32057 0.18840 -1.86122  -0.583
N -3.09698 -0.90258 -3.44508  0.391
C -1.79928 -1.55595 -3.74875  -0.005
C -4.16784 -0.84513 -4.49272  -0.857
H -2.44713 -0.61900 -1.58593  0.013
H -1.92411 -2.65615 -4.05013  0.393
H -1.28619 -1.70027 -2.72165  -0.403
H -1.24536 -0.92507 -4.44471  -0.067
H -3.97469 -0.09642 -5.31821  0.153
H -4.21812 -1.80371 -4.99474  0.350
H -5.11139 -0.50775 -3.95074  0.230
C 4.87812 1.09949 1.59249  0.875
O 5.01346 1.86525 0.70194  -0.679
N 5.86532 0.78930 2.49716  0.225
C 5.50030 0.03338 3.68680  -0.110
C 7.14105 1.49392 2.46468  -1.148
H 3.93193 0.60543 1.88057  -0.259
H 4.48878 -0.24289 3.64598  -0.561
H 5.48678 0.68807 4.59388  0.288
H 6.09702 -0.87540 3.86602  0.254
H 7.90463 0.80194 2.68501  0.396
H 7.33045 1.92784 1.50690  0.301
H 7.10887 2.18882 3.36457  0.306
C 0.70624 0.71494 -1.29634  -0.123
O -0.19080 0.42743 -2.04299  0.060
N 0.70462 0.34794 -0.00734  1.284
C 1.71516 0.72935 0.87322  -0.469
C -0.45509 -0.39557 0.61022  1.923
H 1.57142 1.41019 -1.57467  -0.393
H 2.65839 0.85463 0.24897  0.177
H 1.93815 -0.02146 1.58359  0.136
H 1.51563 1.65831 1.36831  -0.290
H -1.29368 0.27465 0.83743  -0.838
H -0.75768 -1.18945 -0.09514  -0.449
H -0.22052 -0.85814 1.58257  -0.937
C 1.04516 -3.28902 -1.32404  0.546
O -0.05928 -3.56025 -1.87249  -0.698
N 1.90095 -4.14628 -0.82895  0.459
C 3.09273 -3.69857 -0.01951  -0.053
C 1.87640 -5.58469 -1.09525  -1.304
H 1.34035 -2.24385 -1.18482  0.093
H 2.95783 -2.65676 0.27376  -0.048
H 4.01062 -3.71804 -0.67962  0.206
H 3.13506 -4.41567 0.76079  -0.264
H 1.19631 -5.69420 -1.88214  0.443
H 2.81607 -5.94363 -1.40106  0.381
H 1.46183 -6.12268 -0.29480  0.315
C 2.86488 4.20376 -0.93544  -0.020
O 1.68038 3.89615 -0.81057  -0.394
N 3.67492 4.59144 0.03121  0.467
C 3.32712 4.50451 1.44052  -0.644
C 4.89359 5.29392 -0.28531  -1.026
H 3.23657 4.48156 -1.91823  0.277
H 2.41740 3.85447 1.54350  -0.184
H 2.95988 5.47572 1.78625  0.419
H 4.14941 4.16331 2.07377  0.329
H 5.60543 4.92874 0.44034  0.246
H 5.06874 5.08936 -1.32647  0.350
H 4.70812 6.38197 -0.17763  0.333
C 3.06401 -6.40203 2.85837  0.106
O 2.50305 -7.06716 2.06153  -0.549
N 4.39647 -6.04212 2.72899  0.257
C 5.09609 -6.44084 1.50864  -0.876
C 5.28799 -5.57743 3.77371  -0.965
H 2.58647 -5.88569 3.69677  0.227
H 5.76788 -5.59788 1.26500  0.355
H 4.32169 -6.63018 0.75664  0.152
H 5.70976 -7.36672 1.61115  0.302
H 4.73038 -5.42504 4.70984  0.292
H 6.09079 -6.28124 3.93283  0.388
H 5.72301 -4.64815 3.51781  0.292
C -4.36809 2.81077 -5.17391  0.019
O -3.39131 3.15152 -5.85599  -0.649
N -4.89580 3.53626 -4.19301  0.268
C -4.26504 4.84734 -3.88144  -0.644
C -5.89974 3.01285 -3.30732  -0.918
H -4.91713 1.91161 -5.36893  0.365
H -4.80928 5.69094 -4.24946  0.288
H -3.22879 4.91983 -4.12929  0.008
H -4.33021 4.97781 -2.72072  0.240
H -6.71896 3.74933 -3.08180  0.327
H -6.30885 2.14967 -3.85744  0.356
H -5.53885 2.63575 -2.34660  0.189
C 3.97014 -0.10443 -2.47330  0.139
O 3.38135 -0.79601 -1.65851  -0.505
N 3.64385 0.02597 -3.73488  0.262
C 4.43737 0.92676 -4.60867  -0.972
C 2.55158 -0.73430 -4.37856  -0.209
H 4.77103 0.60942 -2.19378  0.196
H 4.49125 0.56449 -5.66376  0.300
H 5.45096 1.07690 -4.23912  0.403
H 3.90465 1.85404 -4.67304  0.288
H 1.78567 -0.11715 -4.85357  -0.003
H 2.96509 -1.37845 -5.13289  0.515
H 2.17866 -1.44025 -3.63861  -0.170
C -4.94609 -0.96896 0.63672  -0.836
O -4.02431 -0.41198 1.19631  -0.055
N -6.19777 -0.46298 0.50394  0.259
C -6.37734 1.03192 0.66231  -0.682
C -7.09131 -1.12455 -0.39397  -0.849
H -4.75500 -1.97905 0.40880  0.546
H -5.57479 1.28063 1.36221  0.123
H -7.33529 1.22225 1.16321  0.452
H -6.28335 1.57629 -0.28542  0.106
H -7.35623 -2.15279 -0.12782  0.310
H -8.07385 -0.62095 -0.38778  0.350
H -6.68690 -1.09991 -1.43940  0.141
C -3.71374 -4.28525 1.40468  0.372
O -4.76495 -4.31475 2.00901  -0.706
N -3.21871 -5.14778 0.49646  0.268
C -1.92161 -5.00759 -0.08500  -0.238
C -3.92367 -6.42934 0.34527  -1.080
H -3.03778 -3.41555 1.48082  0.243
H -1.55135 -3.97848 0.07264  -0.470
H -2.06355 -4.95531 -1.23217  0.370
H -1.23186 -5.83364 0.18939  0.240
H -4.71962 -6.60580 1.08983  0.334
H -4.52588 -6.53988 -0.58117  0.296
H -3.24119 -7.29207 0.40075  0.344
C 1.47832 3.10955 -4.25424  -0.019
O 2.16202 4.08761 -4.37807  -0.686
N 0.89601 2.40222 -5.30884  1.186
C -0.11897 1.42083 -5.09119  -0.616
C 1.33938 2.73616 -6.61846  -1.374
H 1.24530 2.80075 -3.25725  0.226
H 0.00307 0.94765 -4.10975  -0.321
H 0.01020 0.52898 -5.77330  0.456
H -1.22357 1.73621 -5.27925  0.043
H 0.38607 3.08240 -7.17662  0.340
H 2.13468 3.48454 -6.52047  0.288
H 1.63775 1.93810 -7.25753  0.368
C -2.24949 -1.23794 3.85066  0.506
O -1.10326 -1.64109 4.01004  -0.275
N -3.29035 -2.04992 4.33196  0.295
C -4.73027 -1.69959 4.15227  -0.755
C -2.96238 -3.36563 4.79418  -0.945
H -2.52490 -0.33469 3.25634  -0.142
H -5.16193 -1.67142 5.19097  0.340
H -5.22525 -2.62836 3.69877  0.185
H -4.85450 -0.79143 3.57946  0.173
H -1.88945 -3.55587 4.70723  0.100
H -3.13839 -3.47390 5.94896  0.282
H -3.50132 -4.19675 4.34130  0.362

The value obtained for the electronic energy is -3975.9859 Eh. As for the charge: 0. Its largest force on an atom is 0.072 hartree/bohr.